(1)
The following is a DFT calculation (the ωB97M-V functional and the def2-TZVPD basis) of a molecular structure, C6H14O2S2 at a distorted geometry.

Each line ends with the Löwdin charge.
Positions of all 24 atoms, in Å:
1 C -2.198 -1.493 -0.195  -0.0880
2 C 0.400 1.800 -0.409  -0.1410
3 C 0.911 -0.777 -2.511  -0.3785
4 C 1.886 0.259 2.418  -0.1368
5 C -1.668 -0.056 -0.479  -0.0865
6 C 0.208 0.313 -0.055  -0.7339
7 O -0.577 1.362 2.042  -0.3365
8 O -0.288 -1.125 2.153  -0.3231
9 S 1.449 -0.820 -0.739  0.8046
10 S 0.165 0.164 1.740  0.5646
11 H -1.418 -2.209 -0.675  0.1001
12 H -2.276 -1.800 0.779  0.0232
13 H -3.127 -1.668 -0.630  0.0438
14 H -0.577 2.355 -0.575  0.1064
15 H 0.855 2.308 0.442  0.0654
16 H 1.015 1.967 -1.275  0.0555
17 H 0.779 0.364 -2.773  0.0699
18 H -0.030 -1.454 -2.540  0.0486
19 H 1.653 -1.353 -3.118  0.0351
20 H 2.608 -0.268 1.779  0.0338
21 H 2.112 1.349 2.496  0.0649
22 H 1.919 -0.231 3.464  0.0974
23 H -2.075 0.695 0.120  0.0495
24 H -1.729 0.319 -1.456  0.0614

## Properties
- Charge: 0
- Relative energy (zero: lowest compared OMol25 entry of this formula, charge and spin): 213.6 kJ/mol
- LUMO level: 0.6 eV
- Gap between HOMO and LUMO: 9.44 eV
- Spin multiplicity: 1
- Electronic energy: -32211.8517 eV

***

(2)
The following is a DFT calculation (the ωB97M-V functional and the def2-TZVPD basis) of a molecular structure, C14H19B4BeCl2F22N6NiO4S2 at a distorted geometry.

Each line ends with the Löwdin charge.
Positions of all 75 atoms, in Å:
1 Be 0.588 2.881 -2.689  1.2249
2 Ni -0.259 -0.815 1.304  0.7329
3 B 1.416 1.605 -5.169  -1.3049
4 F 1.370 2.760 -5.955  0.1203
5 F 0.200 1.467 -4.482  0.1431
6 F 1.713 0.474 -5.922  0.1440
7 F 2.394 1.773 -4.207  0.1373
8 B -0.033 0.638 -1.011  -1.3443
9 F -0.389 1.221 0.193  0.1156
10 F -0.066 -0.778 -0.849  0.1080
11 F -0.927 1.026 -2.036  0.1151
12 F 1.240 1.048 -1.357  0.1823
13 B 3.199 3.602 -1.198  -1.2909
14 F 1.847 3.840 -0.888  0.1151
15 F 3.193 2.814 -2.355  0.1213
16 F 3.884 4.813 -1.256  0.1389
17 F 3.789 2.867 -0.191  0.1441
18 B -0.678 0.305 3.827  -1.3061
19 F 0.072 0.758 4.875  0.1754
20 F -2.021 0.001 4.139  0.1067
21 F -0.583 1.049 2.674  0.1163
22 F -0.055 -0.915 3.433  0.0768
23 C -0.199 -4.180 -1.276  -0.6625
24 F -0.788 -3.779 -2.394  0.1384
25 F -0.082 -5.494 -1.320  0.1573
26 F 0.965 -3.591 -1.154  0.1558
27 S -1.329 -3.753 0.270  0.7234
28 O -2.394 -2.920 -0.239  -0.3191
29 O -1.764 -4.975 0.889  -0.2752
30 N -0.277 -2.762 1.307  -0.3448
31 S 0.613 -3.802 2.123  0.5904
32 O 1.084 -4.970 1.424  -0.2734
33 O 1.706 -3.052 2.711  -0.2938
34 C -0.529 -4.398 3.556  -0.6557
35 F -1.699 -3.770 3.476  0.1295
36 F -0.720 -5.712 3.517  0.1392
37 F 0.101 -4.155 4.694  0.1493
38 C -4.892 -1.022 2.041  -0.0199
39 C -3.548 -0.668 1.542  -0.1821
40 N -2.477 -0.440 1.213  0.2168
41 H -5.360 -0.104 2.393  0.0883
42 H -4.725 -1.664 2.905  0.0958
43 H -5.456 -1.505 1.248  0.0714
44 C 1.338 3.360 2.056  -0.0653
45 C 2.062 3.573 3.294  -0.2713
46 N 2.679 3.778 4.242  0.1223
47 H 0.272 3.495 2.242  0.0670
48 H 1.574 2.418 1.571  0.0661
49 H 1.586 4.205 1.413  0.0793
50 C -2.813 3.979 1.546  -0.0369
51 C -2.100 3.744 0.300  -0.2235
52 N -1.534 3.572 -0.680  0.1770
53 H -2.868 3.036 2.095  0.0880
54 H -3.820 4.371 1.431  0.0865
55 H -2.268 4.643 2.217  0.0905
56 C 3.580 -0.540 -2.665  -0.0452
57 C 4.052 -1.768 -1.963  -0.2807
58 N 4.443 -2.712 -1.440  0.1341
59 H 4.246 -0.282 -3.483  0.0930
60 H 3.513 0.261 -1.932  0.0510
61 H 2.587 -0.780 -3.041  0.0870
62 C 4.489 0.058 0.964  -0.0029
63 C 3.036 -0.236 1.026  -0.1299
64 N 1.913 -0.413 1.137  0.2298
65 H 4.675 1.131 0.989  0.0759
66 H 4.797 -0.212 -0.046  0.0606
67 H 4.987 -0.440 1.791  0.0965
68 Cl -5.187 -0.075 -1.497  0.5664
69 C -3.653 -0.689 -2.166  -0.6661
70 C -3.434 -0.233 -3.587  -0.6682
71 Cl -2.315 -1.312 -4.413  0.6126
72 H -3.734 -1.768 -2.054  0.0522
73 H -2.867 -0.380 -1.480  0.0356
74 H -2.944 0.737 -3.612  0.0576
75 H -4.415 -0.238 -4.060  0.0601

## Properties
- Charge: -1
- LUMO level (alpha / beta): -2.4 / -2.4 eV
- Gap between HOMO and LUMO (alpha / beta): 6.03 / 6.03 eV
- Spin multiplicity: 3
- Electronic energy: -182631.3359 eV

***

(3)
The following is a DFT calculation (the ωB97M-V functional and the def2-TZVPD basis) of 2 unconnected molecules or ions with the total composition C6H10O.

Each line ends with the Löwdin charge.
Positions of all 17 atoms, in Å:
1 C 0.922 -1.719 -0.873  0.0195
2 C 1.553 -0.582 -1.162  -0.1393
3 C 2.199 0.215 -0.095  -0.3105
4 O 2.797 1.248 -0.292  0.0371
5 H 0.443 -2.329 -1.633  0.0664
6 H 0.862 -2.078 0.154  0.0726
7 H 1.627 -0.191 -2.174  0.1103
8 H 2.105 -0.214 0.926  0.1198
9 C -0.533 1.398 1.351  -0.0254
10 C -1.168 1.011 0.249  -0.2552
11 C -2.135 -0.133 0.169  -0.1164
12 H 0.163 2.233 1.344  0.0575
13 H -0.686 0.892 2.304  0.0602
14 H -0.984 1.549 -0.682  0.0997
15 H -3.128 0.210 -0.146  0.0733
16 H -2.237 -0.638 1.135  0.0739
17 H -1.802 -0.871 -0.572  0.0564

## Properties
- Charge: 0
- Relative energy (zero: lowest compared OMol25 entry of this formula, charge and spin): 135.4 kJ/mol
- LUMO level: 0.3 eV
- Gap between HOMO and LUMO: 10.04 eV
- SMILES string: C=CC=O.C=CC
- Spin multiplicity: 1
- Electronic energy: -8429.8369 eV

***

(4)
The following is a DFT calculation (the ωB97M-V functional and the def2-TZVPD basis) of a molecular structure, C15H14Cl37FNO2PS at a distorted geometry.

Each line ends with the Löwdin charge.
Positions of all 72 atoms, in Å:
1 C -1.065 -0.240 1.341  -0.1423
2 C 0.097 -0.807 0.511  -0.4329
3 P -0.590 -2.022 -0.676  0.9103
4 C 0.887 -2.602 -1.650  -0.3181
5 N -1.625 -1.007 -1.721  -0.3627
6 C -1.069 0.274 -2.237  -0.2205
7 C -0.072 0.217 -3.403  -0.2359
8 C 1.391 0.435 -2.996  -0.6291
9 Cl 2.013 2.022 -3.455  0.5771
10 S -2.411 -1.881 -2.853  0.4688
11 O -2.548 -1.145 -4.044  -0.2676
12 O -3.570 -2.424 -2.283  -0.2329
13 F -1.492 -3.091 -3.119  -0.1443
14 H -1.124 0.834 1.237  0.0670
15 H -0.947 -0.532 2.377  0.0657
16 H -2.015 -0.629 0.992  0.0511
17 H 0.619 -0.006 -0.006  0.0519
18 H 0.830 -1.296 1.135  0.0320
19 H 1.792 -2.129 -1.278  0.0199
20 H 0.979 -3.669 -1.502  0.0107
21 H 0.800 -2.373 -2.704  0.0188
22 H -1.915 0.864 -2.564  0.0890
23 H -0.619 0.837 -1.429  0.1043
24 H -0.328 1.033 -4.068  0.0977
25 H -0.139 -0.683 -4.000  0.0950
26 H 1.998 -0.316 -3.485  0.0027
27 H 1.532 0.263 -1.937  0.0475
28 C 0.508 -4.839 2.660  -2.0149
29 Cl -1.017 -5.663 2.308  0.5083
30 Cl 0.276 -3.739 4.022  0.5388
31 Cl 1.774 -6.000 3.044  0.5320
32 Cl 0.987 -3.909 1.233  0.5758
33 C -5.367 2.638 2.217  -2.0551
34 Cl -4.352 3.259 0.908  0.4933
35 Cl -4.468 2.700 3.735  0.4912
36 Cl -6.820 3.629 2.349  0.5303
37 Cl -5.819 0.970 1.863  0.5337
38 C 5.194 -1.550 -4.444  -2.0385
39 Cl 4.073 -2.314 -3.306  0.5404
40 Cl 6.678 -1.112 -3.597  0.4965
41 Cl 5.561 -2.682 -5.747  0.5345
42 Cl 4.453 -0.095 -5.115  0.5392
43 C 9.016 1.608 -1.194  -2.0482
44 Cl 7.327 1.926 -0.792  0.5276
45 Cl 9.619 2.880 -2.257  0.5333
46 Cl 9.978 1.572 0.284  0.4979
47 Cl 9.136 0.049 -2.018  0.4932
48 C 11.565 4.332 3.351  -2.0612
49 Cl 9.890 4.800 3.645  0.5255
50 Cl 12.258 5.370 2.103  0.5262
51 Cl 12.496 4.496 4.840  0.5272
52 Cl 11.616 2.651 2.808  0.4915
53 C -3.698 3.642 7.704  -2.0616
54 Cl -5.125 2.990 8.510  0.5285
55 Cl -2.509 4.134 8.912  0.5274
56 Cl -2.994 2.399 6.661  0.4959
57 Cl -4.157 5.036 6.725  0.5199
58 C -0.332 -9.109 5.459  -2.0494
59 Cl -0.655 -8.687 7.143  0.5250
60 Cl -0.848 -7.789 4.406  0.4762
61 Cl 1.401 -9.381 5.244  0.5173
62 Cl -1.213 -10.580 5.040  0.5272
63 C -4.948 2.635 -4.082  -2.0424
64 Cl -6.622 3.180 -4.195  0.4904
65 Cl -3.946 3.555 -5.211  0.5280
66 Cl -4.390 2.923 -2.427  0.4956
67 Cl -4.851 0.921 -4.474  0.5731
68 C -10.217 4.646 -2.897  -2.0580
69 Cl -10.046 4.196 -4.598  0.5153
70 Cl -11.381 3.571 -2.121  0.5269
71 Cl -8.653 4.502 -2.095  0.4976
72 Cl -10.789 6.313 -2.786  0.5255

## Properties
- Charge: 0
- LUMO level: 0.0 eV
- Gap between HOMO and LUMO: 8.95 eV
- Spin multiplicity: 1
- Electronic energy: -507534.7473 eV

***

(5)
The following is a DFT calculation (the ωB97M-V functional and the def2-TZVPD basis) of 3 unconnected molecules or ions with the total composition C10H27NO8PS2.

Each line ends with the Löwdin charge.
Positions of all 49 atoms, in Å:
1 C 3.384 1.423 -1.447  -0.1301
2 O 3.031 2.603 -0.766  -0.2292
3 C 1.895 3.271 -1.304  -0.2405
4 C 0.663 2.412 -1.539  -0.2175
5 C -0.600 3.283 -1.557  -0.4204
6 N -1.788 2.628 -2.055  -0.3178
7 P -2.510 1.598 -1.089  0.3776
8 O -1.962 1.278 0.278  -0.5396
9 H 4.411 1.178 -1.181  0.0779
10 H 2.751 0.584 -1.146  0.0891
11 H 3.301 1.517 -2.533  0.0891
12 H 1.630 4.028 -0.563  0.1176
13 H 2.185 3.796 -2.223  0.1179
14 H 0.580 1.682 -0.731  0.1024
15 H 0.709 1.884 -2.492  0.1046
16 H -0.721 3.717 -0.554  0.0893
17 H -0.381 4.125 -2.232  0.0866
18 H -2.650 0.383 -1.818  -0.0385
19 H -3.852 2.035 -0.897  -0.0401
20 O -7.385 -1.357 0.235  -0.2921
21 S -6.096 -1.437 -0.390  0.5605
22 O -5.798 -0.615 -1.515  -0.2766
23 O -5.838 -2.966 -0.783  -0.2680
24 C -6.860 -3.621 -1.556  -0.2651
25 C -6.812 -3.243 -3.023  -0.0756
26 C -4.827 -1.284 0.812  -0.1188
27 H -7.835 -3.407 -1.117  0.1094
28 H -6.661 -4.684 -1.427  0.1167
29 H -7.080 -2.198 -3.172  0.0709
30 H -7.511 -3.864 -3.586  0.0757
31 H -5.809 -3.388 -3.422  0.0844
32 H -5.053 -1.955 1.637  0.0698
33 H -4.815 -0.249 1.146  0.0804
34 H -3.872 -1.524 0.353  0.0781
35 O 4.703 -0.869 0.937  -0.2808
36 S 5.099 0.123 1.889  0.5664
37 O 6.360 0.784 1.734  -0.2821
38 O 5.044 -0.541 3.342  -0.2666
39 C 5.710 -1.808 3.506  -0.2611
40 C 7.213 -1.666 3.637  -0.0768
41 C 3.823 1.309 2.101  -0.1047
42 H 5.439 -2.464 2.678  0.1111
43 H 5.281 -2.225 4.416  0.1187
44 H 7.661 -1.319 2.708  0.0704
45 H 7.651 -2.631 3.895  0.0768
46 H 7.461 -0.946 4.417  0.0817
47 H 2.884 0.784 2.257  0.0871
48 H 3.774 1.899 1.184  0.0549
49 H 4.074 1.938 2.951  0.0773

## Properties
- Charge: -1
- LUMO level: 2.4 eV
- Gap between HOMO and LUMO: 5.90 eV
- Spin multiplicity: 1
- Electronic energy: -59637.3045 eV

***

(6)
The following is a DFT calculation (the ωB97M-V functional and the def2-TZVPD basis) of a molecular structure, C5H6N2 at a distorted geometry.

Each line ends with the Löwdin charge.
Positions of all 13 atoms, in Å:
1 N 2.502 -1.126 1.239  0.1633
2 C 1.665 -0.406 0.897  -0.1626
3 C 0.620 0.531 0.479  -0.2050
4 C 0.530 0.939 -1.029  -0.0976
5 C -0.927 0.628 -0.849  -0.0946
6 C -1.285 -1.212 0.679  0.0031
7 N -0.727 -0.086 0.265  -0.1954
8 H 0.592 1.398 1.146  0.1548
9 H 1.055 0.172 -1.621  0.1137
10 H 0.855 1.935 -1.338  0.1015
11 H -1.803 0.523 -1.476  0.1068
12 H -1.796 -1.764 -0.097  0.0585
13 H -1.281 -1.532 1.706  0.0534

## Properties
- Charge: 0
- Relative energy (zero: lowest compared OMol25 entry of this formula, charge and spin): 379.1 kJ/mol
- LUMO level: 0.7 eV
- Gap between HOMO and LUMO: 7.89 eV
- Spin multiplicity: 1
- Electronic energy: -8258.4297 eV